Below is a molecular structure, C2F3NNiO5S2, with properties calculated with wB97M-V/def2-TZVPD.

For the HOMO energy (spin up / spin down), the calculation gives -3.2 / -4.8 eV. Its expectation value of S² is 3.75. The net charge is -1. For the total energy, the calculation gives -84667.161 eV. Its LUMO energy (spin up / spin down) is 3.29 / 2.84 eV. The value obtained for the relative energy (zero: lowest compared OMol25 entry of this formula, charge and spin) is 0.00 kJ/mol. The value obtained for the largest force on an atom is 1.833 eV/A. The calculation puts the HOMO-LUMO gap (spin up / spin down) at 6.5 / 7.7 eV. Its spin multiplicity is 4.

CARTESIAN COORDINATES (ANGSTROEM)
Ni  -1.424  0.446  -1.926
N  -0.076  -0.092  1.196
S  -0.792  1.440  1.016
O  -2.000  1.140  -0.101
S  0.826  -0.602  0.005
O  0.350  -0.196  -1.362
O  1.140  -2.022  0.162
C  2.517  0.213  0.068
F  2.448  1.495  -0.251
F  3.000  0.099  1.297
F  3.339  -0.398  -0.775
O  -2.799  -0.934  -0.806
C  -3.022  -0.278  0.197
O  -3.508  -0.310  1.278

Atomic partial charges in e from the natural (NBO) method, atoms 1 to 4:
1. Ni 0.8094
2. N -1.1165
3. S 0.6508
4. O -0.9878